No. 1
The following is a DFT calculation (ωB97M-V/def2-TZVPD) of a structure of composition C34H25AsCl5N2O2S2Tc in a non-equilibrium geometry.

Properties
- highest occupied orbital energy (spin up / spin down) (Eh) = -0.393 / -0.395
- molar mass (g mol⁻¹) = 907.91
- Kohn-Sham gap (spin up / spin down) (eV) = 6.5 / 7.0
- relative energy (zero: lowest compared OMol25 entry of this formula, charge and spin) (kcal/mol) = 0.0
- charge = +1
- DFT total energy (eV) = -190054.5534
- 2S+1 = 2

Each line ends with the Löwdin charge.
Element x y z (Å)
Tc: -0.8763 0.2018 0.8737  1.088
Cl: -3.2704 6.8205 1.6755  0.714
C: -2.6543 5.3387 1.0664  -0.703
C: -2.0990 4.4089 1.9327  -0.697
Cl: -1.9872 4.7007 3.6194  0.733
C: -1.6193 3.2191 1.4122  -0.526
Cl: -0.8899 1.9919 2.4449  0.770
C: -1.6381 2.9049 0.0632  -0.462
O: -1.1568 1.7440 -0.3962  -0.336
C: -2.1923 3.8509 -0.7960  -0.598
Cl: -2.2380 3.4572 -2.4717  0.762
C: -2.7046 5.0466 -0.3036  -0.685
Cl: -3.4108 6.1705 -1.3854  0.726
S: 1.3963 0.0399 2.4273  0.696
C: 0.3104 -1.0976 3.0267  -1.144
N: -0.7090 -1.3532 2.2820  -0.193
C: -1.5213 -2.3872 2.7824  -0.284
C: -2.5790 -3.0199 2.1431  -0.025
C: -3.2588 -4.0223 2.8142  -0.064
C: -2.8831 -4.4093 4.1035  -0.068
C: -1.7858 -3.8293 4.7189  -0.069
C: -1.1044 -2.8270 4.0365  -0.443
S: 0.3501 -1.9702 4.5141  1.091
H: -2.8417 -2.7600 1.1235  0.103
H: -4.0843 -4.5249 2.3253  0.111
H: -3.4441 -5.1785 4.6194  0.112
H: -1.4531 -4.1572 5.6971  0.117
N: -2.6461 -1.8160 -2.2808  0.238
C: -2.3857 -1.0887 -1.2144  -0.477
O: -1.2389 -1.1424 -0.6872  -0.158
C: -3.4099 -0.1909 -0.6170  -0.151
C: -2.9862 0.1557 0.8109  -0.223
H: -1.9100 -2.3556 -2.7065  0.132
H: -3.5405 -1.7661 -2.7373  0.134
H: -4.4018 -0.6442 -0.6868  0.129
H: -3.4187 0.7124 -1.2338  0.119
H: -3.3869 -0.5596 1.5320  0.058
H: -3.3605 1.1476 1.0747  0.062
C: 0.4788 1.0926 -4.9477  -0.070
C: 0.6672 2.1150 -4.0248  -0.087
C: 0.9295 1.8150 -2.6943  -0.112
C: 1.0146 0.4887 -2.2782  -0.336
C: 0.7954 -0.5341 -3.2002  -0.120
C: 0.5352 -0.2332 -4.5318  -0.075
As: 1.3863 0.0488 -0.4200  1.260
C: 2.8290 1.2338 0.0476  -0.419
C: 2.5290 2.5843 0.2247  -0.125
C: 3.5350 3.4841 0.5451  -0.061
C: 4.8392 3.0331 0.7106  -0.063
C: 5.1264 1.6793 0.5849  -0.059
C: 4.1216 0.7734 0.2613  -0.097
C: 2.1313 -1.7100 -0.5860  -0.378
C: 3.1614 -1.9460 -1.4938  -0.118
C: 3.6872 -3.2239 -1.6162  -0.061
C: 3.1813 -4.2645 -0.8410  -0.065
C: 2.1469 -4.0290 0.0541  -0.061
C: 1.6202 -2.7494 0.1826  -0.099
H: 0.2895 1.3286 -5.9893  0.110
H: 0.6093 3.1515 -4.3400  0.109
H: 1.0676 2.6237 -1.9921  0.088
H: 0.8405 -1.5690 -2.8848  0.096
H: 0.3884 -1.0351 -5.2478  0.107
H: 1.5080 2.9372 0.1363  0.091
H: 3.3000 4.5342 0.6729  0.113
H: 5.6283 3.7352 0.9539  0.112
H: 6.1356 1.3206 0.7474  0.112
H: 4.3518 -0.2804 0.1975  0.099
H: 3.5441 -1.1423 -2.1081  0.116
H: 4.4922 -3.4084 -2.3179  0.112
H: 3.5959 -5.2621 -0.9390  0.111
H: 1.7509 -4.8394 0.6548  0.111
H: 0.8121 -2.5638 0.8759  0.072


No. 2
The following is a DFT calculation (ωB97M-V/def2-TZVPD) of a structure of composition CH4Br2N in a non-equilibrium geometry.

Properties
- highest occupied orbital energy (Eh) = -0.468
- molar mass (g mol⁻¹) = 189.86
- Kohn-Sham gap (eV) = 8.1
- relative energy (zero: lowest compared OMol25 entry of this formula, charge and spin) (kcal/mol) = 57.1
- charge = +1
- DFT total energy (eV) = -142666.5851
- 2S+1 = 1

Each line ends with the natural charge from an NBO analysis.
Element x y z (Å)
C: -0.1089 2.1447 -0.7580  -0.360
N: 0.4359 -1.4493 0.6353  -0.904
Br: -0.3782 3.8158 -1.4810  0.232
Br: -1.5840 1.1130 -0.8667  0.139
H: 0.9718 -2.2618 1.0482  0.475
H: 0.5625 -0.5414 1.1168  0.470
H: -0.6644 -1.6861 0.5760  0.486
H: 0.7654 -1.1350 -0.2708  0.462


No. 3
The following is a DFT calculation (ωB97M-V/def2-TZVPD) of a cluster of 2 separate species, C2H5NO in total in a non-equilibrium geometry.

Properties
- highest occupied orbital energy (Eh) = -0.326
- molar mass (g mol⁻¹) = 59.07
- Kohn-Sham gap (eV) = 10.0
- relative energy (zero: lowest compared OMol25 entry of this formula, charge and spin) (kcal/mol) = 51.5
- charge = 0
- DFT total energy (eV) = -5690.9957
- 2S+1 = 1

Each line ends with the natural charge from an NBO analysis.
Element x y z (Å)
C: 0.3357 0.8256 -0.4917  -0.420
N: -0.6293 -0.2206 -0.2086  -0.820
C: -0.1682 -1.5799 1.2380  0.408
O: 0.8095 -1.1957 1.7055  -0.550
H: 1.3445 0.5025 -0.2062  0.208
H: 0.3416 1.1269 -1.5439  0.186
H: 0.1203 1.7204 0.1142  0.204
H: -1.5964 0.0467 -0.1470  0.383
H: -0.5578 -1.2260 -0.4603  0.400


What is the relative energy (zero: lowest compared OMol25 entry of this formula, charge and spin) in the second record? 57.1 kcal/mol